Record 1
The following is a quantum chemistry calculation of a 2-piece molecular cluster, C4H12NO overall at a distorted geometry, from the OMol25 dataset.

Element x y z (Å)
C  -0.67  0.53  -1.75
C  0.53  0.64  -0.89
H  0.36  -0.89  1.46
H  -1.59  0.80  -1.24
H  -0.74  -0.46  -2.20
H  0.50  -0.32  3.00
H  0.23  2.12  -2.63
C  -1.43  -1.01  2.58
H  1.97  -0.94  -0.85
H  1.71  -0.12  -2.39
H  -1.68  -1.93  3.08
H  2.58  0.70  -1.06
H  0.61  1.48  -0.21
O  -0.47  1.47  -2.81
H  -1.75  -0.17  3.19
C  1.75  0.03  -1.31
H  -1.96  -0.95  1.63
N  0.03  -0.98  2.40

The LUMO energy is -0.289 Ha. Its total energy is -289.199335 a.u. As for the multiplicity: 1. The calculation puts the energy above the lowest of the compared OMol25 structures with the same formula, charge and spin at 4.7763 eV. Its net charge is +1. The value obtained for the largest force on an atom is 1.5 eV Å⁻¹. The orbital gap comes out at 4.83 eV.

Atom charges from the Mulliken analysis, given in e for atoms 1 to 4: -0.339, 0.018, 0.145, 0.282

Record 2
The following is a quantum chemistry calculation of an isolated ion of composition C4H12NO and charge +1 at a distorted geometry, from the OMol25 dataset.

Element x y z (Å)
H  0.69  -0.94  -1.45
H  2.49  0.13  0.04
C  0.44  -0.29  0.56
N  0.23  -1.26  -0.60
C  -1.47  0.97  -0.60
H  0.59  1.59  -0.46
C  -0.14  1.06  0.16
H  2.04  0.46  1.72
H  2.32  -1.21  1.16
H  -0.78  -1.30  -0.77
H  0.60  -2.19  -0.39
H  -1.32  0.96  -1.68
H  -2.07  1.84  -0.34
H  -3.03  -0.20  -0.45
H  -0.14  -0.74  1.36
C  1.92  -0.24  0.89
H  -0.25  1.63  1.08
O  -2.12  -0.25  -0.22

The LUMO energy is -0.120 Ha. Its total energy is -289.362577 a.u. As for the multiplicity: 1. The calculation puts the energy above the lowest of the compared OMol25 structures with the same formula, charge and spin at 0.3342 eV. The SMILES is C[C@H]([NH3+])CCO. Its net charge is +1. The value obtained for the largest force on an atom is 1.1 eV Å⁻¹. The orbital gap comes out at 11.94 eV.

Atom charges from the Mulliken analysis, given in e for atoms 1 to 4: 0.356, 0.388, 0.190, -0.273

Record 3
The following is a quantum chemistry calculation of a 2-piece molecular cluster, C4H12NO overall at a distorted geometry, from the OMol25 dataset.

Element x y z (Å)
H  -0.23  -3.27  1.12
H  0.66  -0.89  1.90
O  -0.26  -3.40  0.18
H  -1.30  0.67  0.74
N  -0.93  1.64  -0.94
H  -0.85  -4.13  -0.05
C  1.26  -0.75  1.00
H  -0.88  3.17  -2.27
C  -0.73  2.88  -1.23
H  0.28  1.53  0.96
H  -1.13  0.99  -1.70
H  -0.21  -1.00  -0.50
H  1.20  0.03  -1.00
C  -0.36  1.00  0.27
H  -0.81  3.57  -0.40
C  0.48  -0.20  -0.21
H  2.10  -0.12  1.33
H  1.70  -1.72  0.82

The LUMO energy is -0.202 Ha. Its total energy is -289.298757 a.u. As for the multiplicity: 1. The calculation puts the energy above the lowest of the compared OMol25 structures with the same formula, charge and spin at 2.0709 eV. Its net charge is +1. The value obtained for the largest force on an atom is 3.1 eV Å⁻¹. The orbital gap comes out at 9.02 eV.

Atom charges from the Mulliken analysis, given in e for atoms 1 to 4: 0.313, 0.373, -0.622, 0.260

Record 4
The following is a quantum chemistry calculation of a 2-piece molecular cluster, C4H12NO overall at a distorted geometry, from the OMol25 dataset.

Element x y z (Å)
N  1.66  -0.24  -1.98
C  -0.53  0.68  0.24
H  -1.42  1.67  2.51
H  -0.15  1.73  0.17
H  2.86  -1.45  -0.87
O  -1.38  0.70  2.55
C  2.34  -1.57  -1.82
H  -0.50  -0.87  1.71
H  2.98  -1.82  -2.64
H  -2.21  -0.64  -0.22
H  1.57  -2.31  -1.64
H  -2.59  1.06  -0.21
H  -1.74  0.38  -1.53
C  -0.37  0.20  1.65
C  -1.79  0.35  -0.44
H  0.63  0.50  2.02
H  1.04  -0.07  -1.18
H  1.20  -0.14  -2.87

The LUMO energy is -0.302 Ha. Its total energy is -289.181120 a.u. As for the multiplicity: 1. The calculation puts the energy above the lowest of the compared OMol25 structures with the same formula, charge and spin at 5.2719 eV. Its net charge is +1. The value obtained for the largest force on an atom is 4.8 eV Å⁻¹. The orbital gap comes out at 5.01 eV.

Atom charges from the Mulliken analysis, given in e for atoms 1 to 4: -0.432, 0.156, 0.333, 0.353

> Among the records above, which one has the lowest largest force on an atom?

number 2

Copy entry 3 word for word.
The following is a quantum chemistry calculation of a 2-piece molecular cluster, C4H12NO overall at a distorted geometry, from the OMol25 dataset.

Element x y z (Å)
H  -0.23  -3.27  1.12
H  0.66  -0.89  1.90
O  -0.26  -3.40  0.18
H  -1.30  0.67  0.74
N  -0.93  1.64  -0.94
H  -0.85  -4.13  -0.05
C  1.26  -0.75  1.00
H  -0.88  3.17  -2.27
C  -0.73  2.88  -1.23
H  0.28  1.53  0.96
H  -1.13  0.99  -1.70
H  -0.21  -1.00  -0.50
H  1.20  0.03  -1.00
C  -0.36  1.00  0.27
H  -0.81  3.57  -0.40
C  0.48  -0.20  -0.21
H  2.10  -0.12  1.33
H  1.70  -1.72  0.82

The LUMO energy is -0.202 Ha. Its total energy is -289.298757 a.u. As for the multiplicity: 1. The calculation puts the energy above the lowest of the compared OMol25 structures with the same formula, charge and spin at 2.0709 eV. Its net charge is +1. The value obtained for the largest force on an atom is 3.1 eV Å⁻¹. The orbital gap comes out at 9.02 eV.

Atom charges from the Mulliken analysis, given in e for atoms 1 to 4: 0.313, 0.373, -0.622, 0.260

What did the fourth record say?
The following is a quantum chemistry calculation of a 2-piece molecular cluster, C4H12NO overall at a distorted geometry, from the OMol25 dataset.

Element x y z (Å)
N  1.66  -0.24  -1.98
C  -0.53  0.68  0.24
H  -1.42  1.67  2.51
H  -0.15  1.73  0.17
H  2.86  -1.45  -0.87
O  -1.38  0.70  2.55
C  2.34  -1.57  -1.82
H  -0.50  -0.87  1.71
H  2.98  -1.82  -2.64
H  -2.21  -0.64  -0.22
H  1.57  -2.31  -1.64
H  -2.59  1.06  -0.21
H  -1.74  0.38  -1.53
C  -0.37  0.20  1.65
C  -1.79  0.35  -0.44
H  0.63  0.50  2.02
H  1.04  -0.07  -1.18
H  1.20  -0.14  -2.87

The LUMO energy is -0.302 Ha. Its total energy is -289.181120 a.u. As for the multiplicity: 1. The calculation puts the energy above the lowest of the compared OMol25 structures with the same formula, charge and spin at 5.2719 eV. Its net charge is +1. The value obtained for the largest force on an atom is 4.8 eV Å⁻¹. The orbital gap comes out at 5.01 eV.

Atom charges from the Mulliken analysis, given in e for atoms 1 to 4: -0.432, 0.156, 0.333, 0.353

Repeat the second record exactly.
The following is a quantum chemistry calculation of an isolated ion of composition C4H12NO and charge +1 at a distorted geometry, from the OMol25 dataset.

Element x y z (Å)
H  0.69  -0.94  -1.45
H  2.49  0.13  0.04
C  0.44  -0.29  0.56
N  0.23  -1.26  -0.60
C  -1.47  0.97  -0.60
H  0.59  1.59  -0.46
C  -0.14  1.06  0.16
H  2.04  0.46  1.72
H  2.32  -1.21  1.16
H  -0.78  -1.30  -0.77
H  0.60  -2.19  -0.39
H  -1.32  0.96  -1.68
H  -2.07  1.84  -0.34
H  -3.03  -0.20  -0.45
H  -0.14  -0.74  1.36
C  1.92  -0.24  0.89
H  -0.25  1.63  1.08
O  -2.12  -0.25  -0.22

The LUMO energy is -0.120 Ha. Its total energy is -289.362577 a.u. As for the multiplicity: 1. The calculation puts the energy above the lowest of the compared OMol25 structures with the same formula, charge and spin at 0.3342 eV. The SMILES is C[C@H]([NH3+])CCO. Its net charge is +1. The value obtained for the largest force on an atom is 1.1 eV Å⁻¹. The orbital gap comes out at 11.94 eV.

Atom charges from the Mulliken analysis, given in e for atoms 1 to 4: 0.356, 0.388, 0.190, -0.273